{
  "formula": "C7H13N4O2S",
  "method": "ωB97M-V/def2-TZVPD",
  "elements": ["H", "N", "C", "N", "C", "C", "C", "N", "C", "N", "S", "O", "C", "O", "C", "H", "H", "H", "H", "H", "H", "H", "H", "H", "H", "H", "H"],
  "xyz": [[0.631284, 0.968666, 3.049685], [0.711209, 0.558160, 2.065134], [0.819238, 1.358931, 1.065040], [1.123501, 1.012616, -0.136896], [0.849105, 0.548733, -1.262438], [-0.527768, 0.016367, -1.651173], [-1.369715, -0.354018, -0.523312], [-0.982511, -1.298101, 0.271095], [0.324452, -2.135692, 0.301475], [0.924929, -1.931123, 1.454999], [0.492485, -3.123233, -1.020643], [-2.462684, 0.299945, -0.512564], [-3.562558, 0.099899, 0.377370], [1.724977, 0.532925, -2.243642], [3.051251, 1.003211, -1.983590], [0.643255, 2.469242, 1.246484], [-1.016344, 0.669495, -2.374536], [-0.265318, -0.915938, -2.053941], [-1.473527, -1.459415, 1.158686], [1.107973, -0.839346, 1.719234], [1.718908, -2.431903, 1.757467], [-3.849014, 0.975553, 1.059684], [-3.281733, -0.623688, 1.200023], [-4.539603, -0.122159, -0.129599], [3.606175, 0.776042, -2.869161], [3.273447, 0.669654, -0.882896], [2.990790, 2.185737, -1.971670]],
  "atomic_forces_ev_per_a": [[0.065, -0.386, -2.245], [0.650, 0.446, 1.679], [-1.530, 2.475, 3.101], [1.296, -0.207, -1.448], [-0.549, 0.594, -0.071], [1.490, 1.023, -0.447], [0.913, -0.399, -0.055], [0.253, -0.301, 2.016], [-0.730, -0.600, -1.563], [-0.095, 1.558, -0.300], [0.275, 0.532, 1.265], [-1.826, 1.098, 0.333], [-1.368, -0.196, 3.180], [-0.927, -0.701, -0.485], [-1.023, 2.909, 2.532], [0.325, -1.164, -0.519], [-0.007, -0.158, 0.147], [0.111, -1.419, -1.426], [-0.011, 0.152, -0.604], [-1.616, -0.657, 0.438], [0.810, -1.416, -0.437], [1.131, -0.375, -1.594], [-0.602, 0.156, -1.341], [1.480, -0.296, -0.010], [0.728, -0.799, 0.151], [0.576, 0.369, -2.509], [0.181, -2.239, 0.212]],
  "de_lowest_kj_mol": 132.3,
  "lumo_ev": -3.72,
  "total_charge": 1,
  "e_homo_ev": -12.253,
  "spin_multiplicity": 1
}